Molecular formula: C32H24Cl5LuOPS
Method: DFT, wB97M-V/def2-TZVPD

Values from the calculation:
- lowest unoccupied orbital energy (eV) = -2.579
- HOMO (eV) = -10.5

```
! RIJCOSX wB97M-V def2-TZVPD def2/J DEFGRID3
* xyz 1 1
Lu 0.901 0.313 0.175
Cl -0.667 2.710 2.891
Cl 3.274 -1.754 4.731
Cl 2.944 -1.096 1.691
Cl -0.320 2.097 5.924
Cl 1.636 -0.134 6.852
S 4.104 1.343 -1.031
P -0.672 -1.468 -1.243
O 2.721 0.675 -0.937
C -3.154 -0.885 -2.343
C -1.601 -1.146 2.812
C 3.832 3.874 -0.063
C 0.598 1.234 4.759
C 3.094 3.758 -1.395
C 0.029 -2.895 2.530
C 0.053 -2.662 1.166
C 3.862 2.701 -2.175
C 1.192 0.812 2.432
C -1.711 -5.601 -2.927
C -2.241 -5.224 -1.700
C 4.190 2.454 0.403
C 1.476 0.228 5.185
C -1.715 3.805 -1.171
C -1.927 -3.989 -1.155
C -2.048 -0.381 -1.710
C -1.072 -3.126 -1.838
C -0.757 1.573 -0.809
C -4.172 -0.024 -2.807
C -0.539 -3.511 -3.067
C -1.889 1.029 -1.504
C 0.473 1.501 3.397
C -0.861 -4.745 -3.612
C -1.593 -0.917 1.439
C -2.793 3.278 -1.815
C -0.798 -2.135 3.354
C -2.915 1.875 -1.987
C 2.035 -0.168 2.910
C 2.213 -0.493 4.250
C -4.049 1.322 -2.636
C -0.778 -1.680 0.598
C -0.720 2.941 -0.656
H -1.959 -6.567 -3.348
H 3.482 2.024 1.116
H 2.060 3.436 -1.262
H -2.352 -3.700 -0.202
H -4.819 1.995 -2.994
H 3.379 2.294 -3.062
H 5.187 2.367 0.832
H -3.253 -1.950 -2.509
H -0.808 -2.317 4.421
H 0.659 -3.664 2.955
H 0.692 -3.263 0.527
H -2.904 -5.892 -1.167
H -2.235 -0.153 1.016
H 4.755 4.439 -0.206
H -5.038 -0.440 -3.304
H 4.871 3.033 -2.438
H -1.632 4.876 -1.036
H -0.445 -5.038 -4.567
H 3.067 4.702 -1.937
H 0.090 3.411 -0.096
H 0.130 -2.846 -3.602
H 3.250 4.392 0.698
H -3.576 3.919 -2.202
H -2.238 -0.546 3.448
*
```

Molecular formula: C32H24GeMoO7Se
Method: DFT, wB97M-V/def2-TZVPD

Values from the calculation:
- relative energy (zero: lowest compared OMol25 entry of this formula, charge and spin) (kcal per mole) = 0.9
- lowest unoccupied orbital energy (alpha / beta) (eV) = -1.648 / -1.281
- HOMO (alpha / beta) (eV) = -8.1 / -8.8

```
! RIJCOSX wB97M-V def2-TZVPD def2/J DEFGRID3
* xyz 0 3
Mo -0.747 1.048 -1.660
Se 0.520 1.161 -3.813
Ge 0.184 -0.314 1.859
O 1.086 1.908 -0.846
O -0.808 2.123 0.143
O -2.228 0.208 -2.591
O -1.755 2.718 -2.286
O -5.081 2.445 -5.743
O -4.390 -0.259 -4.738
O -3.575 4.417 -4.137
C -3.410 0.913 4.715
C -1.233 -0.029 4.347
C 3.040 -0.073 -3.120
C 1.169 2.470 1.480
C 4.386 -0.080 -2.778
C -2.512 0.781 2.486
C -2.253 0.331 5.214
C 5.084 1.114 -2.672
C 0.652 -4.193 3.468
C -3.933 0.791 -4.357
C 2.389 1.131 -3.350
C 0.138 -1.980 -2.080
C -2.910 1.053 -3.356
C -1.094 -2.601 -2.101
C 0.966 -1.964 2.586
C 1.612 1.069 1.928
C 0.128 -2.993 3.011
C -2.007 -2.364 -1.074
C -3.538 1.135 3.351
C -1.679 -1.520 -0.033
C 3.092 2.326 -3.260
C -0.421 -0.881 0.032
C 0.459 2.236 0.194
C 2.027 -4.378 3.507
C 4.434 2.318 -2.920
C 2.873 -3.360 3.090
C 0.487 -1.132 -1.022
C -1.348 0.193 2.974
C -4.298 2.190 -4.876
C -3.501 3.221 -4.050
C 2.343 -2.162 2.633
C -2.648 2.394 -3.169
H 2.502 -1.008 -3.222
H 0.490 2.930 2.196
H 1.949 1.106 2.965
H -2.980 -2.834 -1.100
H -2.620 0.982 1.428
H 3.017 -1.375 2.311
H 6.133 1.108 -2.409
H -0.012 -4.982 3.796
H -2.146 0.154 6.276
H -4.211 1.190 5.387
H -0.339 -0.500 4.741
H 4.890 -1.021 -2.602
H -0.948 -2.854 2.991
H -1.359 -3.253 -2.923
H 2.464 0.742 1.330
H 2.035 3.113 1.323
H 3.946 -3.498 3.121
H -2.396 -1.352 0.764
H -4.437 1.590 2.957
H 0.838 -2.137 -2.889
H 4.977 3.251 -2.851
H 2.439 -5.313 3.863
H 1.489 -0.712 -0.994
H 2.577 3.259 -3.446
*
```

Molecular formula: C32H24IrNO4P2Te
Method: DFT, wB97M-V/def2-TZVPD

Values from the calculation:
- relative energy (zero: lowest compared OMol25 entry of this formula, charge and spin) (kcal per mole) = 0.0
- lowest unoccupied orbital energy (alpha / beta) (eV) = -4.199 / -4.210
- HOMO (alpha / beta) (eV) = -11.2 / -11.2

```
! RIJCOSX wB97M-V def2-TZVPD def2/J DEFGRID3
* xyz 1 2
Ir -0.803 2.152 -0.880
Te 1.981 1.685 1.639
P 0.732 0.698 -1.467
P -1.130 0.553 0.560
O -4.426 3.926 -1.838
O -2.645 6.034 -1.043
O -1.087 4.398 -0.617
O -2.640 2.511 -1.826
N 2.546 -2.833 3.445
C -0.316 -3.271 -3.443
C 4.777 2.179 -2.933
C 0.340 -0.864 -2.248
C 3.136 0.425 -2.812
C -0.908 -2.097 -3.887
C -1.784 -1.069 0.207
C -1.677 -3.447 0.513
C -1.527 2.398 2.565
C 3.236 -1.102 1.935
C -1.169 -2.185 0.774
C -2.330 0.158 3.019
C -2.789 -3.588 -0.307
C 2.687 2.594 -1.835
C 1.546 -0.657 3.562
C 3.304 -2.394 2.443
C -0.589 -0.890 -3.284
C 3.928 3.041 -2.252
C -1.934 2.799 3.825
C -2.892 -1.208 -0.622
C 1.696 -1.970 3.994
C -3.322 3.555 -1.679
C -3.396 -2.475 -0.874
C 0.601 -3.246 -2.399
C -2.525 1.881 4.685
C 0.621 0.776 0.301
C -2.729 0.568 4.282
C -2.105 4.999 -0.956
C 2.327 -0.219 2.501
C 4.380 0.880 -3.219
C 2.297 1.278 -2.096
C -1.704 1.070 2.169
C 0.934 -2.042 -1.801
H -0.294 -2.070 1.406
H -1.069 0.024 -3.614
H -3.183 -4.576 -0.510
H 3.879 -0.803 1.117
H -2.842 2.195 5.671
H 2.823 -0.581 -3.059
H -1.624 -2.121 -4.698
H 1.639 -2.021 -0.976
H 5.749 2.526 -3.258
H -1.796 3.826 4.135
H 2.014 3.272 -1.322
H -1.202 -4.317 0.947
H -3.211 -0.136 4.946
H -0.577 -4.213 -3.905
H -2.510 -0.861 2.703
H 0.833 -0.002 4.046
H 1.098 -2.343 4.819
H 5.036 0.219 -3.770
H 4.003 -3.108 2.022
H 1.055 -4.164 -2.051
H -1.086 3.119 1.887
H -3.353 -0.336 -1.074
H 4.232 4.059 -2.048
H -4.258 -2.593 -1.516
*
```

Molecular formula: C32H25F6IrN6O8S2
Method: DFT, wB97M-V/def2-TZVPD

Values from the calculation:
- lowest unoccupied orbital energy (alpha / beta) (eV) = -3.523 / -5.948
- HOMO (alpha / beta) (eV) = -9.9 / -12.0

```
! RIJCOSX wB97M-V def2-TZVPD def2/J DEFGRID3
* xyz 1 6
Ir 0.359 -0.374 0.103
S 3.024 -2.983 0.674
S 1.909 -3.091 -1.899
F 3.016 -3.802 3.120
F 1.322 -4.493 1.959
F 3.272 -5.393 1.672
F 2.973 -1.976 -3.997
F 4.024 -1.579 -2.145
F 4.202 -3.519 -3.097
O 0.029 -0.587 3.014
O -0.165 2.622 -6.169
O 1.415 1.043 2.354
O 2.219 -1.837 1.091
O 4.438 -2.796 0.679
O 6.511 2.519 -1.588
O 1.197 -1.830 -1.686
O 1.260 -4.067 -2.706
N -1.188 -1.509 0.555
N 2.463 -3.730 -0.595
N -0.280 0.337 -1.825
N 2.034 0.708 -0.580
N -1.098 1.415 0.655
N -8.071 0.048 6.077
C -2.553 2.589 1.946
C 3.049 1.718 -2.483
C -5.122 0.674 2.322
C 2.635 -4.266 1.935
C 3.208 0.773 0.054
C -3.834 -0.629 3.884
C -2.779 0.001 1.726
C -4.896 -0.622 4.771
C -1.168 -2.911 0.272
C -0.903 1.338 -4.317
C 5.477 2.346 -2.527
C -1.493 0.132 -2.346
C -3.042 -2.477 1.398
C -3.937 0.017 2.652
C 0.638 1.030 -2.512
C 1.626 1.370 3.747
C -2.265 -3.502 0.781
C 4.340 1.311 -0.528
C -7.186 0.040 5.346
C -2.151 1.271 1.421
C -1.839 0.609 -3.589
C -6.076 0.031 4.428
C -2.345 -1.238 1.246
C -6.190 0.681 3.201
C -1.249 1.866 -5.680
C 4.272 1.791 -1.823
C 0.592 0.007 2.140
C 3.379 -2.518 -2.849
C 1.954 1.173 -1.849
C -0.768 2.786 0.651
C 0.348 1.553 -3.761
C -1.651 3.505 1.442
H 2.068 0.520 4.262
H -0.357 2.910 -7.067
H -2.826 0.410 -3.983
H -2.511 -4.549 0.730
H -4.816 -1.116 5.730
H -2.160 2.470 -5.599
H 0.680 1.628 4.217
H -3.379 2.771 2.613
H 2.966 2.070 -3.502
H 5.269 1.337 0.021
H 3.234 0.363 1.049
H 2.304 2.217 3.745
H -3.996 -2.597 1.884
H 5.203 3.291 -3.010
H 7.321 2.764 -2.045
H -7.114 1.180 2.942
H -2.185 -0.438 -1.740
H -5.213 1.172 1.364
H -0.331 -3.333 -0.255
H -1.632 4.568 1.616
H 1.074 2.125 -4.316
H -2.907 -1.124 4.147
H 0.081 3.133 0.082
H -1.474 1.012 -6.330
H 5.761 1.640 -3.317
*
```

Molecular formula: C32H25IrN3O4SSi
Method: DFT, wB97M-V/def2-TZVPD

Values from the calculation:
- lowest unoccupied orbital energy (alpha / beta) (eV) = -4.977 / -5.224
- HOMO (alpha / beta) (eV) = -10.8 / -11.0

```
! RIJCOSX wB97M-V def2-TZVPD def2/J DEFGRID3
* xyz 1 1
Ir 0.235 0.143 0.034
S 2.219 0.370 4.484
Si 2.019 1.182 -1.179
O -0.983 1.698 1.107
O -0.734 -3.549 -1.390
O -2.775 1.909 2.481
O 0.183 -1.535 -1.120
N 1.289 -0.068 2.107
N 1.171 2.171 2.797
N -1.391 -0.853 0.713
C 1.735 -0.546 -4.989
C 1.467 0.881 2.991
C 2.748 3.835 -0.367
C 1.343 5.779 -0.452
C 1.921 1.826 -5.278
C 2.578 5.199 -0.216
C 6.011 -0.032 -1.231
C 2.283 -1.260 3.857
C -2.594 -2.887 0.827
C 4.703 0.240 -1.590
C 0.450 3.627 -1.030
C -3.393 -2.325 1.854
C 1.729 -0.378 -3.615
C 2.676 -3.597 3.810
C 1.660 -2.513 1.904
C -1.975 1.141 1.728
C 0.279 4.989 -0.858
C 2.112 -3.654 2.538
C 1.727 -1.296 2.568
C 3.776 0.644 -0.630
C 1.836 0.555 -5.823
C 6.405 0.056 0.094
C -3.242 -1.018 2.219
C 2.782 -2.391 4.477
C 1.824 0.895 -3.060
C 1.900 2.000 -3.907
C 1.690 3.036 -0.789
C -0.653 -2.483 -0.840
C -1.602 -2.095 0.300
C 4.189 0.732 0.699
C 5.489 0.433 1.062
C -2.232 -0.233 1.602
H 1.209 6.841 -0.318
H 3.715 3.390 -0.187
H 4.411 0.163 -2.626
H 1.220 2.793 3.587
H 7.422 -0.169 0.374
H 3.415 5.810 0.082
H -4.141 -2.940 2.330
H 1.968 2.994 -3.493
H 0.524 2.389 2.043
H 6.727 -0.312 -1.988
H -0.381 3.024 -1.367
H -0.683 5.439 -1.047
H 3.036 -4.500 4.279
H 2.002 2.686 -5.924
H 1.656 -1.537 -5.407
H 1.254 -2.562 0.907
H 2.029 -4.605 2.036
H -2.759 -3.883 0.452
H 1.642 -1.242 -2.973
H -3.868 -0.549 2.962
H -2.516 2.837 2.391
H 3.493 1.059 1.454
H 3.240 -2.325 5.452
H 1.835 0.423 -6.894
H 5.786 0.497 2.099
*
```

Molecular formula: C32H26BrN7O11Se2Ti
Method: DFT, wB97M-V/def2-TZVPD

Values from the calculation:
- relative energy (zero: lowest compared OMol25 entry of this formula, charge and spin) (kcal per mole) = 0.0
- lowest unoccupied orbital energy (eV) = 3.848
- HOMO (eV) = -1.3

```
! RIJCOSX wB97M-V def2-TZVPD def2/J DEFGRID3
* xyz -2 1
Br -4.683 -0.219 -4.021
Se -1.207 1.785 -1.419
Se 0.963 -0.714 -2.749
Ti 0.424 0.017 -0.483
O -0.975 -3.634 0.002
O 6.768 0.328 4.075
O 1.634 -0.856 0.729
O 1.688 1.299 -0.608
O 3.583 2.518 -0.741
O -0.946 1.109 -4.770
O -0.881 -1.422 -0.318
O 6.924 1.894 2.618
O 2.782 -2.399 4.142
O 2.110 -3.029 2.201
O 2.704 3.921 -2.919
N -1.826 -0.378 2.293
N 2.731 -2.280 2.917
N -4.220 -0.026 0.970
N 6.393 0.887 3.053
N -3.885 -4.082 -2.882
N 0.282 1.343 1.928
N 3.042 1.355 -0.387
C -5.283 -2.211 -0.379
C 0.921 2.264 -3.577
C 1.767 2.882 2.992
C -4.378 -2.983 -3.451
C -5.148 0.124 0.036
C -1.394 -2.669 3.780
C -0.767 -0.481 3.085
C 3.350 -1.087 2.343
C -0.509 -1.610 3.858
C 3.474 0.702 0.722
C -3.885 -1.718 -3.181
C -0.009 2.165 -4.791
C -2.842 -1.549 -2.289
C 1.673 2.176 4.177
C -2.889 -3.922 -2.014
C 4.662 1.121 1.324
C 0.844 1.067 4.231
C -4.303 -2.382 0.585
C -2.670 -1.401 2.214
C 4.523 -0.663 2.965
C 2.765 -0.448 1.239
C -5.714 -0.929 -0.670
C 1.968 3.347 -3.966
C 1.746 0.969 -3.410
C 0.158 0.687 3.084
C -3.788 -1.261 1.233
C -2.496 -2.569 2.950
C 1.050 2.427 1.893
C 5.155 0.430 2.424
C 0.167 2.840 -2.368
C -1.291 -2.619 -0.590
C -2.344 -2.689 -1.677
H -5.199 -3.112 -4.148
H -6.450 -0.740 -1.441
H 0.727 0.501 5.145
H -1.253 1.014 -3.852
H 2.238 2.480 5.050
H -5.451 1.146 -0.169
H -1.206 -3.576 4.340
H 0.386 -1.685 4.460
H -2.495 -4.812 -1.536
H 2.961 3.282 -2.204
H 0.599 2.022 -5.694
H 2.606 1.161 -2.772
H 4.913 -1.187 3.820
H 1.438 4.174 -4.455
H -3.196 -3.388 2.862
H 2.412 3.744 2.889
H -2.443 -0.569 -2.050
H 2.635 2.902 -4.723
H -0.354 3.736 -2.715
H -3.887 -3.362 0.777
H 0.878 3.150 -1.611
H -5.666 -3.064 -0.926
H -0.529 3.131 -4.898
H 2.124 0.712 -4.403
H 1.135 2.920 0.933
H 5.155 1.989 0.918
*
```